The following is a quantum chemistry calculation of a molecular structure, AsF6H20O10, from the Open Molecules 2025 dataset.

Properties
maximum force: 2.9 eV Å⁻¹
calculated total energy: -97941.8419 eV
<S²>: 0.757
HOMO energy (alpha / beta): -10.47 / -10.47 eV
multiplicity: 2
HOMO-LUMO gap (alpha / beta): 0.3403 / 0.0780 hartree
energy above the lowest of the compared OMol25 structures with the same formula, charge and spin: 0.592 eV

Last column: Löwdin charge in e.
Element x y z (Å)
As -0.362746 0.040043 -0.399123  1.02
F -1.527329 1.023831 0.520110  -0.27
F -1.085060 0.329722 -2.016759  -0.24
F 0.868549 -1.049696 -1.168333  -0.27
F 0.590689 -0.225586 1.150666  -0.27
F -1.423525 -1.400259 -0.196796  -0.24
F 0.606225 1.543406 -0.728135  -0.28
O 1.725172 -2.224874 2.574240  -0.05
H 1.103674 -1.603773 2.194493  -0.02
H 2.584463 -1.897073 2.308936  0.01
O -4.234429 -0.473737 0.268882  -0.04
H -3.288236 -0.348828 0.341974  -0.03
H -4.533469 -0.576227 1.172374  0.03
O 2.178907 -3.389194 -1.260305  -0.05
H 2.484285 -3.226026 -2.152691  0.03
H 1.774377 -2.564681 -0.990566  -0.03
O 3.895992 -0.480938 -0.443706  -0.03
H 3.271000 -0.140053 -1.083561  0.03
H 4.687975 -0.656511 -0.951817  0.05
O -2.017596 3.718748 0.037369  0.32
H -1.222655 4.017379 0.479089  0.09
H -2.230965 2.888246 0.462783  0.06
O -1.015434 -3.482230 -2.482786  -0.05
H -1.956048 -3.363877 -2.614971  0.03
H -0.842620 -3.092496 -1.625768  -0.01
O 1.189485 3.240196 1.154303  0.08
H 1.606732 2.655370 1.786839  0.05
H 1.146885 2.728706 0.346339  0.00
O 3.310973 0.861661 2.248477  -0.05
H 3.410627 0.136597 2.865381  0.03
H 3.332261 0.447430 1.385813  -0.01
O -3.360189 -0.101942 -3.688570  -0.06
H -2.463317 -0.272152 -3.400666  -0.01
H -3.290654 0.010500 -4.636597  0.03
O -2.021130 2.294850 2.773161  0.05
H -1.312565 1.878283 2.282624  0.01
H -1.580301 2.755183 3.487300  0.07

Forces on atoms 1 to 3 (eV/Å):
As 1.251 -2.212 -1.435
F 0.514 -0.304 -0.639
F 0.592 -0.091 2.198

***

The following is a quantum chemistry calculation of C6H10O2S2 in the gas phase, from the Open Molecules 2025 dataset.

Properties
maximum force: 3.9 eV Å⁻¹
calculated total energy: -32146.4732 eV
HOMO energy: -8.77 eV
multiplicity: 1
HOMO-LUMO gap: 0.3451 hartree
energy above the lowest of the compared OMol25 structures with the same formula, charge and spin: 3.111 eV

Last column: Löwdin charge in e.
Element x y z (Å)
C 1.733048 -0.405095 -1.085810  -0.35
C -1.701253 -0.235843 1.216734  -0.24
C -0.568829 -0.039343 2.273887  -0.47
C -1.762364 1.000483 0.290044  -0.39
C 0.704124 -0.019133 -0.071532  -0.77
C 1.889062 -0.264888 -2.578343  -0.03
O 0.701100 -1.299459 -0.654514  -0.07
O 0.137399 2.433693 -0.979210  -0.49
S 1.101005 0.207195 1.671497  0.96
S -0.571956 1.172118 -0.964255  0.95
H 2.747662 -0.509876 -0.568987  0.15
H -1.635141 -1.118196 0.580283  0.11
H -2.699093 -0.255296 1.754744  0.13
H -0.784098 0.941861 2.737239  0.08
H -0.481551 -0.826304 2.949569  0.04
H -2.640022 0.755852 -0.281635  0.07
H -1.873770 1.858701 0.873959  0.08
H 1.633312 0.706112 -2.969229  0.07
H 1.213069 -1.040351 -2.969158  0.10
H 2.858703 -0.583363 -2.885130  0.07

Forces on atoms 1 to 3 (eV/Å):
C 1.974 -0.180 1.842
C 0.351 0.827 0.695
C -1.204 1.646 -1.145

***

The following is a quantum chemistry calculation of a molecular structure, C37H32GaN9OSSe2Te2, from the Open Molecules 2025 dataset.

Properties
maximum force: 3.0 eV Å⁻¹
calculated total energy: -262838.5251 eV
HOMO energy: -7.38 eV
multiplicity: 1
HOMO-LUMO gap: 0.2364 hartree
energy above the lowest of the compared OMol25 structures with the same formula, charge and spin: 2.083 eV

Last column: Löwdin charge in e.
Element x y z (Å)
Ga 2.563234 1.246462 1.365784  -0.12
C 5.383197 -5.557140 0.425727  -0.08
C 4.904399 -4.325299 1.194713  -0.53
C 5.751970 -4.206839 2.502852  -0.06
C 3.450003 -4.567331 1.557288  -0.07
C 5.071524 -3.038705 0.327411  -0.13
C 5.864733 -2.996411 -0.823349  -0.02
C 6.034538 -1.889285 -1.632660  -0.06
C 5.250148 -0.787266 -1.345157  -0.46
S 5.190566 0.745384 -2.107464  1.16
C 3.973454 1.263778 -0.974871  -0.47
N 3.703691 0.385394 -0.031457  0.02
C 4.365736 -0.820303 -0.241971  -0.25
C 4.320124 -1.907302 0.593169  0.04
C 3.318356 2.540099 -0.961112  -0.26
C 3.413242 3.519694 -1.928272  -0.04
C 2.804235 4.746172 -1.801530  -0.09
C 2.069245 5.016188 -0.699613  -0.09
C 1.821891 4.013798 0.216980  -0.10
C 2.452990 2.766340 0.113632  -0.18
H 5.136436 -6.437188 0.964562  0.07
H 6.498282 -5.661798 0.294877  0.10
H 4.882632 -5.689389 -0.519233  0.08
H 5.576009 -5.061839 3.208369  0.10
H 5.534897 -3.265329 3.011602  0.00
H 6.813221 -4.207959 2.316028  0.07
H 3.492716 -5.369724 2.241725  0.06
H 2.857142 -4.972944 0.673876  0.11
H 2.903074 -3.684148 2.007003  0.04
H 6.256494 -3.932546 -1.183037  0.10
H 6.824506 -1.952756 -2.329185  0.10
H 3.607014 -1.924270 1.467580  0.09
H 4.037229 3.383097 -2.852160  0.13
H 2.875967 5.520835 -2.531925  0.10
H 1.601161 5.994583 -0.595436  0.11
H 1.154859 4.144589 1.116423  0.12
Se 3.590717 1.769472 3.456194  0.11
Te 2.079659 -0.051922 4.432577  0.20
Te 3.361213 -2.305801 4.827276  0.08
Se 0.898834 -0.374609 2.155261  0.10
C -2.122035 5.053729 -0.729772  -0.10
N -1.480242 3.886323 -0.296348  -0.16
C -0.986159 2.847349 -0.973877  -0.18
N -0.695646 1.813507 -0.215283  0.09
C -1.175422 2.230431 1.005661  -0.22
N -1.602607 3.510855 1.022908  0.13
C -3.667473 4.870605 -0.777636  -0.17
C -4.426307 6.072726 -0.808369  -0.04
C -5.770846 5.965985 -0.894723  -0.09
C -6.427598 4.746125 -0.989891  -0.01
C -5.704974 3.572947 -0.831975  -0.10
C -4.257311 3.657011 -0.807265  0.04
C -6.325560 2.280821 -0.741721  -0.31
N -7.572270 1.918003 -0.840966  0.14
N -7.540438 0.548931 -0.635636  0.12
C -6.331573 0.242381 -0.364399  -0.31
O -5.512472 1.285066 -0.370066  0.13
C -5.721179 -1.115309 -0.179859  -0.12
C -6.623948 -2.180637 -0.000292  -0.02
C -6.101374 -3.431789 0.303856  -0.05
C -4.702132 -3.657797 0.389962  -0.01
C -3.813809 -2.575890 0.192268  -0.16
C -2.338664 -2.801348 0.619926  -0.09
N -1.288871 -2.841699 -0.325972  -0.14
C -0.465922 -1.841934 -0.722897  -0.19
N 0.394668 -2.270330 -1.627086  0.08
C 0.017759 -3.569331 -1.782097  -0.25
N -0.957896 -3.939153 -1.018358  0.09
C -4.336472 -1.320459 -0.100297  0.02
H -1.774829 5.239167 -1.733889  0.13
H -1.892938 5.973802 -0.166004  0.14
H -0.897444 2.895910 -2.087588  0.16
H -1.160300 1.623220 1.870606  0.04
H -3.955276 7.052232 -0.766540  0.12
H -6.406738 6.871752 -0.931429  0.12
H -7.466650 4.740588 -1.226861  0.11
H -3.733486 2.730974 -0.761286  0.11
H -7.641453 -1.949725 -0.060476  0.09
H -6.817149 -4.215789 0.449715  0.10
H -4.458925 -4.665322 0.615746  0.10
H -2.237243 -3.796224 1.074511  0.13
H -2.037095 -2.058562 1.373779  0.12
H -0.539814 -0.868736 -0.314300  0.05
H 0.570754 -4.208695 -2.517183  0.12
H -3.704010 -0.389503 -0.231074  0.14

Forces on atoms 1 to 3 (eV/Å):
Ga -0.870 -0.195 0.520
C 1.373 0.017 -0.135
C 1.055 0.585 -0.329

***

The following is a quantum chemistry calculation of 2 unconnected molecules or ions with the total composition C2H9N2S2, from the Open Molecules 2025 dataset.

Properties
maximum force: 4.1 eV Å⁻¹
charge: +1
calculated total energy: -26863.0363 eV
HOMO energy: -12.26 eV
multiplicity: 1
HOMO-LUMO gap: 0.2980 hartree
energy above the lowest of the compared OMol25 structures with the same formula, charge and spin: 1.712 eV

Last column: Löwdin charge in e.
Element x y z (Å)
C -1.423380 -2.367978 0.144885  -0.44
S -0.234699 -1.316627 1.051531  0.39
S 1.624953 -2.052556 0.326918  0.29
H -1.294613 -2.429816 -0.962163  0.06
H -2.408194 -1.974451 0.228532  0.02
H -1.443278 -3.330514 0.650607  0.04
H 1.423203 -2.386040 -1.039623  -0.13
N 0.655375 1.891099 -1.197792  0.11
C 0.610056 2.490602 0.031907  -0.19
N -0.034935 1.929841 1.015782  0.14
H 0.154443 0.854650 -1.341297  0.20
H 1.572313 1.991615 -1.769990  0.17
H 1.077907 3.512515 0.029128  0.17
H -0.483054 2.303607 1.856663  0.15
H 0.203899 0.884046 0.974912  0.01

Forces on atoms 1 to 3 (eV/Å):
C 0.287 -0.401 -0.461
S 0.339 -0.604 -1.388
S -0.245 -0.403 -0.804

***

The following is a quantum chemistry calculation of a molecular structure, C16H43F6NO12S2V, from the Open Molecules 2025 dataset.

Properties
maximum force: 2.0 eV Å⁻¹
calculated total energy: -107012.4484 eV
<S²>: 3.755
HOMO energy (alpha / beta): -9.03 / -9.79 eV
multiplicity: 4
HOMO-LUMO gap (alpha / beta): 0.3266 / 0.3498 hartree

Last column: Löwdin charge in e.
Element x y z (Å)
V -10.032423 -17.173943 -19.722617  1.03
C -10.914964 -13.502101 -21.558939  -0.68
F -9.931207 -13.992979 -22.311721  0.14
F -10.407270 -12.772232 -20.590398  0.16
F -11.703899 -12.747271 -22.311468  0.16
S -11.960766 -14.894237 -20.911374  0.65
O -13.257899 -14.387509 -20.675704  -0.23
O -11.801052 -15.953444 -21.864516  -0.28
N -11.146665 -15.386612 -19.533110  -0.39
S -11.588514 -14.605604 -18.175818  0.60
O -10.564710 -14.860416 -17.205839  -0.27
O -12.030303 -13.268824 -18.349335  -0.24
C -13.050152 -15.580898 -17.559539  -0.67
F -14.195290 -14.995372 -17.910460  0.15
F -13.028499 -16.820469 -18.058053  0.13
F -12.991704 -15.642777 -16.246846  0.16
O -11.406752 -18.485815 -20.535908  -0.37
H -11.984415 -17.842318 -20.969496  -0.03
C -13.265287 -20.732203 -24.692902  -0.07
C -12.660112 -20.548456 -23.310681  -0.29
O -12.444858 -19.155166 -23.080477  -0.10
H -13.435143 -21.795341 -24.870241  0.08
H -12.594667 -20.327778 -25.452566  0.07
H -14.221715 -20.217325 -24.776681  0.08
H -11.751964 -21.142828 -23.172627  0.11
H -13.361082 -20.933125 -22.553759  0.11
H -12.142151 -19.036105 -22.164756  0.03
C -10.190742 -23.169606 -19.830364  -0.08
C -11.125142 -22.012532 -19.961090  -0.29
O -10.485478 -21.037323 -20.808756  -0.12
H -9.228057 -22.819198 -19.442113  0.07
H -9.957520 -23.581006 -20.816147  0.08
H -10.569286 -23.950443 -19.176548  0.08
H -11.308611 -21.550430 -18.986596  0.11
H -12.076782 -22.300972 -20.413480  0.11
H -10.987368 -20.200639 -20.736962  0.02
C -16.068580 -20.488161 -19.865678  -0.08
C -15.057691 -19.465149 -20.333059  -0.28
O -13.763663 -19.864628 -19.843238  -0.12
H -16.114427 -20.520457 -18.777089  0.07
H -15.849365 -21.483198 -20.253708  0.08
H -17.070208 -20.216117 -20.210208  0.08
H -15.281182 -18.505159 -19.852838  0.12
H -15.070701 -19.358431 -21.419492  0.11
H -13.092085 -19.272662 -20.220939  0.03
C -6.817342 -20.455657 -20.250535  -0.07
C -7.544546 -19.670142 -19.185171  -0.27
O -8.801145 -19.166795 -19.663931  -0.16
H -6.422015 -19.824449 -21.042304  0.06
H -7.498389 -21.180474 -20.706465  0.08
H -6.002914 -21.033375 -19.809610  0.08
H -6.956055 -18.805716 -18.871723  0.11
H -7.704807 -20.292387 -18.300055  0.12
H -9.307742 -19.950838 -19.990551  0.06
C -10.077048 -17.654488 -26.274060  -0.08
C -10.362205 -16.949618 -24.967203  -0.29
O -10.126236 -17.818291 -23.854746  -0.10
H -9.113621 -18.160457 -26.269864  0.08
H -10.109503 -16.967256 -27.126154  0.08
H -10.870107 -18.375526 -26.488656  0.07
H -11.413578 -16.642263 -24.960176  0.12
H -9.790665 -16.026329 -24.851745  0.11
H -10.992734 -18.216546 -23.632009  0.06
C -13.334318 -19.204291 -15.211339  -0.09
C -13.514100 -19.980057 -16.484434  -0.31
O -12.369786 -19.736962 -17.311825  -0.11
H -13.286488 -18.131594 -15.404969  0.06
H -12.407353 -19.487546 -14.707385  0.08
H -14.127833 -19.388046 -14.481280  0.08
H -14.405036 -19.666845 -17.030098  0.10
H -13.555471 -21.047420 -16.238225  0.11
H -12.706970 -19.820563 -18.216562  0.02
C -6.662578 -17.145134 -22.058523  -0.07
C -7.844191 -16.211791 -22.080342  -0.25
O -9.035191 -16.871153 -21.586665  -0.19
H -5.773295 -16.683442 -22.496495  0.09
H -6.867178 -18.055200 -22.621148  0.08
H -6.389713 -17.422360 -21.036004  0.07
H -8.050371 -15.963684 -23.125427  0.11
H -7.674456 -15.287092 -21.537687  0.12
H -9.417865 -17.365692 -22.354608  0.07

Forces on atoms 1 to 3 (eV/Å):
V 0.219 -1.745 -0.748
C -0.389 -0.112 -0.191
F 0.066 0.066 0.067

***

The following is a quantum chemistry calculation of 2 unconnected molecules or ions with the total composition C2H7NS, from the Open Molecules 2025 dataset.

Properties
maximum force: 1.0 eV Å⁻¹
calculated total energy: -14511.5917 eV
HOMO energy: -7.80 eV
multiplicity: 1
HOMO-LUMO gap: 0.3180 hartree
energy above the lowest of the compared OMol25 structures with the same formula, charge and spin: 1.069 eV
SMILES: C=CN.S

Last column: Löwdin charge in e.
Element x y z (Å)
C -0.634936 0.292361 1.221140  -0.06
C -1.580042 0.068068 0.305399  -0.31
N -1.368139 -0.004674 -1.063059  0.03
H -0.776056 0.017222 2.255910  0.03
H 0.290220 0.813873 0.999260  0.01
H -2.625044 -0.006832 0.574294  0.10
H -0.539114 0.418849 -1.435669  0.08
H -2.066030 -0.414923 -1.647112  0.07
S 2.861730 -0.636295 0.097472  0.49
H 3.541944 0.493168 -0.131268  -0.22
H 2.895470 -1.040815 -1.176366  -0.23

Forces on atoms 1 to 3 (eV/Å):
C -0.020 0.514 0.323
C 0.266 -0.145 -0.457
N -0.082 0.711 0.657